[1]
DFT (ωB97M-V with the def2-TZVPD basis set) results for a single C20H25NO5S molecule in a non-equilibrium geometry.

The calculation puts the relative energy (zero: lowest compared OMol25 entry of this formula, charge and spin) at 39.0 kcal per mole. As for the LUMO energy: 0.60 eV. Its molar mass is 391.49 g mol⁻¹. The HOMO-LUMO gap is 8.85 eV. Its total energy is -43707.937 eV. The SMILES is Cc1ccc(CN(C(=O)COc2ccc(C)c(C)c2)[C@H]2CCS(=O)(=O)C2)o1.

Each line ends with the Mulliken charge.
Element x y z (Å)
C1 0.00164 -3.44904 -1.63127  -1.5091
C2 0.03852 -2.48025 -0.50460  0.3204
C3 -0.77468 -2.30516 0.57251  -0.4567
C4 -0.24705 -1.20831 1.29918  -1.0918
C5 0.85181 -0.79098 0.61335  0.7271
O1 1.03746 -1.56692 -0.47895  -0.2177
C6 1.86014 0.27460 0.91511  -0.7619
N1 2.20758 1.10922 -0.22427  0.2846
C7 1.42617 2.11071 -0.69968  0.3861
O2 1.81817 2.86872 -1.56620  -0.6726
C8 0.02241 2.25211 -0.11787  -0.8756
O3 -0.73710 1.16968 -0.60098  -0.3312
C9 -2.02498 1.03026 -0.16142  0.6197
C10 -2.65573 1.86385 0.74854  -0.8351
C11 -3.95973 1.58813 1.12874  -1.2578
C12 -4.65557 0.50138 0.62810  1.0241
C13 -4.02025 -0.33341 -0.29918  0.9564
C14 -2.72245 -0.05621 -0.68415  -0.1735
H1 -2.21585 -0.68486 -1.39946  0.4617
C15 -4.73279 -1.52027 -0.87142  -1.9011
H2 -5.63166 -1.20884 -1.40235  0.4359
H3 -4.08902 -2.05709 -1.56280  0.3515
H4 -5.03815 -2.20198 -0.07832  0.3711
C16 -6.06197 0.22899 1.06791  -1.4609
H5 -6.13590 -0.75224 1.53603  0.3188
H6 -6.74082 0.24048 0.21571  0.3281
H7 -6.39293 0.97798 1.78269  0.3817
H8 -4.44265 2.24438 1.83898  0.3090
H9 -2.15793 2.72593 1.16404  0.4653
H10 0.04675 2.26512 0.98035  0.4496
H11 -0.38614 3.20539 -0.47982  0.5449
C17 3.47172 0.92725 -0.93576  -0.4130
C18 4.00881 -0.48585 -0.89133  -0.6958
H12 4.62474 -0.70154 -1.75860  0.4989
H13 3.24258 -1.24426 -0.77554  0.1175
S1 5.14250 -0.51297 0.54906  1.1419
O4 4.55772 -1.23913 1.64837  -0.6652
O5 6.45203 -0.91698 0.12399  -0.7055
C19 5.11372 1.28354 0.90041  -0.7334
C20 4.57645 1.85850 -0.38917  -0.9427
H14 4.17184 2.86285 -0.26433  0.4000
H15 5.37804 1.90273 -1.12794  0.4327
H16 4.46191 1.44662 1.75276  0.2942
H17 6.12533 1.59918 1.12886  0.5597
H18 3.26069 1.23232 -1.96838  0.7356
H19 2.76856 -0.20655 1.28664  0.2562
H20 1.46276 0.89402 1.72429  0.3764
H21 -0.64301 -0.78799 2.20078  0.5751
H22 -1.64746 -2.87386 0.81829  0.5173
H23 -0.03353 -2.92178 -2.58404  0.3323
H24 0.89312 -4.07572 -1.62732  0.3801
H25 -0.87582 -4.08178 -1.53958  0.3467



[2]
DFT (ωB97M-V with the def2-TZVPD basis set) results for a molecular structure, C20H26AlAsN5S4Sb.

The calculation puts the relative energy (zero: lowest compared OMol25 entry of this formula, charge and spin) at 0.0 kcal per mole. As for the LUMO energy: -1.44 eV. Its molar mass is 688.40 g mol⁻¹. The HOMO-LUMO gap is 6.41 eV. Its total energy is -145931.795 eV.

Each line ends with the Mulliken charge.
Element x y z (Å)
Al1 -0.42868 -1.25501 -0.84783  0.4132
N1 1.52195 -4.87026 -1.83610  -0.1361
C1 1.40499 -3.45535 -1.65371  -0.5498
N2 0.12168 -3.09292 -1.11959  -0.2151
C2 -0.50939 -3.92629 -0.29028  0.8083
N3 -1.68335 -3.58607 0.26470  -1.4782
N4 -1.94590 -2.31977 -0.08796  0.8731
C3 -3.07528 -1.74326 0.06845  -0.6056
C4 -3.12504 -0.38322 -0.47610  0.8075
C5 -4.23699 0.43331 -0.41803  -0.9236
C6 -4.17515 1.68907 -1.00623  -0.2750
C7 -3.00389 2.10074 -1.61464  -0.6969
C8 -1.91853 1.24106 -1.61345  0.3023
N5 -1.98452 0.02296 -1.07862  0.1950
C9 0.03548 -5.24672 -0.00661  0.3199
C10 -0.47001 -6.06377 1.00332  -0.3345
C11 0.05593 -7.32301 1.20612  -0.8225
C12 1.08887 -7.77295 0.38413  -0.4001
C13 1.60081 -6.97571 -0.62065  -0.8783
C14 1.08134 -5.69692 -0.81729  0.4691
H1 2.36049 -5.16336 -2.31279  0.2758
H2 1.53459 -2.95325 -2.60733  0.4901
H3 -3.92986 -2.22768 0.52626  0.4402
H4 -5.13351 0.08497 0.07535  0.4355
H5 -5.03705 2.34232 -0.97875  0.4257
H6 -2.91146 3.07768 -2.06567  0.4319
H7 -0.96508 1.51282 -2.04790  0.1214
H8 -1.27736 -5.68627 1.61502  0.4716
H9 -0.32783 -7.95558 1.99395  0.4010
H10 1.50459 -8.76055 0.53682  0.3882
H11 2.40734 -7.33059 -1.25041  0.3587
S1 2.85043 -2.85562 -0.60033  -0.2845
As1 2.33521 -0.68205 -0.44818  0.5073
S2 0.69376 -0.62163 1.01831  -0.3793
S3 1.11146 -0.29956 -2.26310  -0.4853
S4 3.99414 0.46919 -0.09288  -0.3950
C15 -0.75467 5.67988 2.47483  -1.2055
C16 -0.16028 5.38218 1.10104  -0.8322
Sb1 0.08348 3.25604 0.78036  0.5460
C17 1.41364 3.46985 -0.90590  -0.4575
C18 0.74703 4.14823 -2.09901  -1.0760
C19 1.61329 2.95024 2.26880  -0.6272
C20 2.60931 4.09053 2.43234  -1.0679
H12 -0.88603 6.75189 2.63854  0.3461
H13 -0.11496 5.30389 3.27661  0.2767
H14 -1.73188 5.20677 2.59545  0.3269
H15 0.80876 5.86892 0.97727  0.4127
H16 -0.81296 5.75993 0.31104  0.4448
H17 1.76471 2.47212 -1.16906  0.0548
H18 2.28735 4.03544 -0.58063  0.4253
H19 -0.14838 3.61143 -2.42592  0.1351
H20 1.41957 4.19761 -2.95795  0.3726
H21 0.43990 5.16903 -1.86352  0.3446
H22 2.12115 2.03419 1.96257  0.2252
H23 1.10859 2.72937 3.21128  0.4210
H24 3.10357 4.33250 1.49031  0.2455
H25 3.39200 3.82154 3.14511  0.3962
H26 2.13260 5.00170 2.79842  0.2169



[3]
DFT (ωB97M-V with the def2-TZVPD basis set) results for 2 unconnected molecules or ions with the total composition C20H26B3F2N2O9S2.

As for the LUMO energy: 1.50 eV. Its molar mass is 573.00 g mol⁻¹. The HOMO-LUMO gap is 7.48 eV. The net charge is -1. Its total energy is -71717.340 eV.

Each line ends with the Mulliken charge.
Element x y z (Å)
C1 6.54209 -1.03899 0.57952  -0.9290
C2 5.83542 -0.67894 -0.73207  -0.5106
N1 5.39982 0.72433 -0.75551  0.0573
C3 5.36658 1.26926 -2.12399  -0.3560
C4 4.75756 2.65179 -2.23030  -1.2700
C5 4.20294 0.96027 -0.02694  -0.1678
S1 4.11150 2.09330 1.13168  -0.2246
S2 2.88013 -0.07418 -0.51663  -0.2220
C6 1.47139 0.57158 0.38922  -0.8761
C7 0.35160 -0.46553 0.40792  -0.7602
C8 -0.67621 -0.11517 1.49520  -1.1428
N2 -2.04997 -0.13749 1.00868  0.3285
C9 -2.61519 -1.26205 0.42722  0.4453
O1 -2.26247 -2.38691 0.63742  -0.6496
C10 -3.75048 -0.77185 -0.42157  0.0092
C11 -4.59253 -1.48664 -1.28371  0.1455
B1 -4.57737 -3.04988 -1.55898  0.4868
C12 -4.85257 -3.62512 -2.99312  -1.0372
O2 -4.37638 -3.95612 -0.56354  -0.5206
C13 -5.54720 -0.71937 -1.97138  -0.8421
C14 -5.66736 0.65883 -1.77727  -1.1602
C15 -4.83115 1.37336 -0.90087  0.8309
B2 -5.04030 2.93498 -0.75034  0.6717
O3 -6.29564 3.48544 -1.03349  -0.5225
O4 -4.03150 3.74010 -0.37522  -0.3664
C16 -4.31194 5.00907 0.20322  -0.7195
C17 -3.86057 0.60800 -0.23496  0.1586
C18 -2.80351 1.00837 0.76545  0.4957
O5 -2.63466 2.05266 1.32297  -0.6209
H1 7.44074 -1.62002 0.38486  0.3968
H2 6.82155 -0.11766 1.08652  0.3049
H3 5.88310 -1.59393 1.24481  0.0455
H4 5.02451 -1.37919 -0.95193  0.4851
H5 6.54937 -0.77954 -1.55160  0.4800
H6 4.88038 0.56730 -2.81504  0.3300
H7 6.41083 1.33543 -2.43880  0.4239
H8 4.85732 2.98076 -3.26702  0.4283
H9 5.30159 3.36314 -1.61287  0.2955
H10 3.69640 2.65957 -1.99267  0.2782
H11 1.13435 1.48074 -0.10891  0.5969
H12 1.79508 0.79170 1.40276  0.4433
H13 0.79283 -1.43611 0.63596  0.5014
H14 -0.10922 -0.57803 -0.57591  0.6288
H15 -0.54652 -0.84240 2.28898  0.2484
H16 -0.45941 0.85829 1.92477  0.5631
H17 -4.45793 -4.63919 -3.05123  0.2785
H18 -4.42932 -3.01777 -3.79212  0.3403
H19 -5.93110 -3.70124 -3.15496  0.3324
H20 -4.59869 -3.60896 0.30583  0.3098
H21 -6.21582 -1.20164 -2.67356  0.3785
H22 -6.42867 1.20766 -2.31795  0.1347
H23 -6.55401 3.28971 -1.93730  0.2981
H24 -5.06854 4.92869 0.98068  0.3172
H25 -3.38618 5.37694 0.63660  0.2415
H26 -4.65299 5.71902 -0.55082  0.2835
B3 3.89492 -2.03436 3.05988  0.6344
O6 3.72878 -2.86081 4.30016  -0.5763
C19 2.50998 -2.73536 4.77636  0.3756
O7 2.05802 -3.26877 5.75286  -0.6237
C20 1.73716 -1.77225 3.84476  0.6785
O8 0.58553 -1.43839 3.96142  -0.7110
O9 2.54607 -1.38917 2.88422  -0.2458
F1 4.17562 -2.84344 1.96956  -0.3310
F2 4.87223 -1.07379 3.23311  -0.2966



[4]
DFT (ωB97M-V with the def2-TZVPD basis set) results for a molecular structure, C20H26BiN2O2Si in a non-equilibrium geometry.

The calculation puts the relative energy (zero: lowest compared OMol25 entry of this formula, charge and spin) at 5.6 kcal per mole. As for the LUMO energy: -3.59 eV. Its molar mass is 563.51 g mol⁻¹. The HOMO-LUMO gap is 7.37 eV. The net charge is +1. Its total energy is -41943.411 eV.

Each line ends with the Mulliken charge.
Element x y z (Å)
C1 -0.05043 0.93531 0.02694  -0.7459
C2 -1.05475 1.43424 -0.83190  -0.1855
C3 -2.29675 1.41239 -0.15094  -1.0604
H1 -0.87617 1.85178 -1.81462  0.6956
C4 -2.07453 0.96203 1.18834  -0.5704
C5 -0.64385 0.57446 1.31701  -0.5424
H2 -0.14038 0.34431 2.26646  0.7425
H3 1.00011 0.86222 -0.16780  0.5121
H4 -3.24975 1.78663 -0.53536  0.4576
H5 -2.79744 0.89531 2.00554  0.5095
Bi1 -1.73403 -1.29168 0.31400  1.4798
C6 -0.52233 -2.24985 -1.10852  -1.5190
H6 0.51249 -1.91875 -1.28268  0.3171
H7 -0.55890 -3.27537 -0.73753  0.5010
H8 -1.09303 -2.20907 -2.05914  0.3572
Si1 0.31069 -0.58977 -4.20892  0.6517
C7 2.10859 -0.65140 -4.83848  0.3195
C8 3.10467 0.35010 -4.94305  -0.1069
H9 2.87341 1.41106 -4.73585  0.3748
C9 4.42070 -0.02567 -5.30782  -0.4552
H10 5.21609 0.72078 -5.39326  0.3591
C10 4.72988 -1.36507 -5.58602  -0.4444
H11 5.73634 -1.66004 -5.86799  0.3767
C11 3.71998 -2.33104 -5.57396  -0.5486
H12 3.90564 -3.36306 -5.85460  0.3674
C12 2.41898 -1.97349 -5.21299  -0.6564
H13 1.62119 -2.71708 -5.23221  0.2527
C13 -0.80892 0.79209 -4.75333  0.6281
C14 -0.54237 1.64388 -5.83614  -0.3440
H14 0.41496 1.61175 -6.36598  0.3724
C15 -1.56304 2.49193 -6.31370  -0.4451
H15 -1.35936 3.14593 -7.16369  0.3689
C16 -2.83745 2.48142 -5.71478  -0.5340
H16 -3.62967 3.15796 -6.06812  0.3555
C17 -3.10987 1.58889 -4.66922  -0.5182
H17 -4.10791 1.51631 -4.22029  0.3721
C18 -2.10292 0.74577 -4.18243  -0.5070
H18 -2.32542 -0.00809 -3.41875  0.1632
H19 0.66473 -0.41424 -2.77083  -0.2529
H20 -0.13531 -1.30112 -5.39764  -0.1413
C19 -1.94502 -1.76576 5.42569  -0.6477
O1 -0.62628 -1.76741 4.83974  -0.3798
C20 -0.65795 -1.90846 3.52522  0.7174
O2 -1.67901 -2.12858 2.84753  -0.6932
N1 0.56517 -1.68330 2.95512  -0.2871
N2 0.57469 -2.08434 1.54436  -0.4308
H21 -1.73284 -1.73251 6.48059  0.2626
H22 -2.49961 -2.67817 5.20630  0.3018
H23 -2.48872 -0.85490 5.16255  0.2904
H24 1.37596 -1.93149 3.53247  0.3083
H25 1.30539 -1.55621 1.04011  0.2946
H26 0.80947 -3.08392 1.51028  0.3066